3 unconnected molecules or ions with the total composition C36H48BrN5O8S in a non-equilibrium geometry, computed with the ωB97M-V functional and the def2-TZVPD basis.

```
99
Properties=species:S:1:pos:R:3
H -0.201 -1.072 -3.349
C 3.878 2.120 0.505
C -4.611 3.180 0.228
C 0.895 4.271 -0.963
C -2.275 3.308 -2.097
C -8.821 -2.500 0.211
H -4.801 2.682 2.355
H 0.413 5.267 -0.795
H 5.552 -1.518 -2.170
H -1.402 1.875 -0.565
H -2.406 -0.833 -3.602
O -6.638 -6.644 -4.065
C -5.858 1.093 1.284
H 7.285 -1.112 -2.417
O -6.937 -4.907 -5.323
H 1.365 2.351 4.050
H -2.862 2.602 -2.733
N -7.027 -5.509 -4.269
O -8.126 -1.440 0.795
H 2.662 3.588 3.907
C 2.160 1.699 -1.356
C -5.472 2.627 1.450
H -2.910 4.239 -2.003
C 3.202 -2.227 4.727
C 4.244 -1.726 3.995
C 3.377 1.477 4.316
H 2.392 -2.788 4.195
H -9.419 -3.276 0.733
H -6.368 3.260 1.672
C 2.054 3.948 -0.125
C -3.510 2.096 -0.102
H 2.438 4.663 0.636
H -0.824 3.500 -3.828
C 3.046 -1.771 0.171
C 2.663 2.642 -0.338
N 6.913 -2.706 -1.116
H -8.537 -5.384 -2.828
N -8.683 -2.417 -1.122
C 0.474 1.006 -3.288
C -7.602 -0.766 -0.261
H -4.965 0.444 1.503
H 2.191 -3.835 1.933
C -2.149 2.718 -0.645
C 4.624 1.100 3.384
C -2.020 0.083 -3.066
H 3.223 2.334 6.409
H 3.071 -2.065 5.821
H 2.316 2.405 2.533
H -2.631 0.167 -2.135
O 7.097 -2.759 0.085
H 5.274 -1.582 4.390
H -1.758 3.530 0.024
C 0.993 2.003 -2.211
H -3.216 1.585 0.864
O 4.827 2.813 0.785
H -5.288 3.254 -0.671
C 2.460 -2.702 -0.931
H 6.466 -0.661 -0.891
H 1.545 -3.185 -0.475
H 3.566 -3.838 2.793
C 4.101 0.156 2.247
C 3.421 -3.874 -1.384
H 3.419 -3.875 -2.513
C -7.669 -4.802 -3.128
C 3.243 -0.345 -0.106
H -6.609 0.866 2.084
C 3.903 -1.291 2.529
C 2.894 0.312 -1.485
H 3.269 -5.505 -0.237
C 0.371 3.333 -1.952
H -0.126 1.576 -4.054
C 2.405 2.525 3.643
O 3.189 -0.165 -2.558
C -0.901 3.785 -2.742
H -0.890 4.912 -2.735
O 7.020 -3.637 -1.892
H 2.761 0.577 4.568
Br -0.241 -0.627 -0.860
C -0.475 -0.152 -2.761
H 4.460 3.152 5.383
S -6.620 0.737 -0.352
C 3.995 2.157 5.611
H 5.029 2.064 2.994
H 4.480 -3.766 -1.045
N 3.197 -3.635 1.862
H -7.964 -3.809 -3.451
H 1.359 0.582 -3.834
C 3.757 0.610 0.908
O 2.811 -5.118 -1.000
H -2.146 0.935 -3.776
H 2.064 -2.131 -1.813
H 4.731 1.421 6.038
H -4.131 4.165 0.449
C 6.523 -1.392 -1.693
H -6.937 -4.744 -2.325
N -7.924 -1.336 -1.452
C 3.395 -2.240 1.530
H 5.358 0.592 4.059
H -3.875 1.275 -0.773
```

Calculated values
Structure (SMILES) = C=Cc1c(N)c(CCO)c2c(c1CC(C)C)C(=O)c1ccc(CCCCCCCSc3nnco3)c(C[C@H](C)Br)c1C2=O.C[N+](=O)[O-].C[N+](=O)[O-]
Electronic energy = -142807.747 eV
HOMO-LUMO gap = 8.02 eV